1.
Formula: C8H23FHfNO5
Source: the Open Molecules 2025 dataset
Level of theory: ωB97M-V with the def2-TZVPD basis set

The total charge is +3. The calculation puts the frontier orbital gap at 2.713 eV. Its HOMO energy is -18.535 eV. Its energy above the lowest of the compared OMol25 structures with the same formula, charge and spin is 1.867 eV.

The geometry in XYZ format:
```
39
C8H23FHfNO5 (ωB97M-V with the def2-TZVPD basis set)
Hf -12.0752 15.0864 29.9150
F -13.2454 15.7759 28.0336
C -14.5052 18.4969 29.7660
C -13.1714 18.3996 30.3922
C -12.5636 19.4906 31.2577
O -11.3339 19.1298 31.9215
C -10.8395 20.3258 32.4600
N -13.1288 17.1218 31.0981
H -14.4914 19.3131 29.0437
H -15.1928 18.6952 30.5882
H -14.8250 17.5772 29.2760
H -12.3746 18.2339 29.6670
H -13.2686 19.7143 32.0583
H -12.4250 20.3068 30.5487
H -10.4509 20.9506 31.6557
H -9.9858 20.0220 33.0659
H -11.4234 20.9546 33.1322
H -14.0650 17.1041 31.4768
H -12.6542 17.3917 31.9478
C -15.6974 15.8682 25.7374
C -14.4238 15.2552 25.0464
O -13.2948 16.2047 25.0545
O -15.8106 15.6497 27.1070
H -16.6495 15.5170 25.3396
H -15.5954 16.9312 25.5191
H -14.5798 15.1241 23.9756
H -14.1718 14.2118 25.2358
H -13.0186 16.1793 25.9736
H -14.8926 15.5153 27.3536
C -9.3817 14.1507 27.8950
C -9.2088 13.2825 29.1727
O -10.0224 13.7727 30.1741
O -10.8312 14.4003 27.7526
H -9.0194 13.6034 27.0247
H -8.8004 15.0574 28.0624
H -8.1799 13.3562 29.5249
H -9.4438 12.2185 29.1462
H -9.7044 13.3693 30.9851
H -11.0568 14.1532 26.8528
```

---

2.
Formula: C13H13FN4S
Source: the Open Molecules 2025 dataset
Level of theory: ωB97M-V with the def2-TZVPD basis set

The total charge is 0. The calculation puts the frontier orbital gap at 8.686 eV. Its HOMO energy is -8.202 eV. Its structure (SMILES) is CS[C@@]1(NC#N)NCCc2c1[nH]c1ccc(F)cc21.

The geometry in XYZ format:
```
32
C13H13FN4S (ωB97M-V with the def2-TZVPD basis set)
C 3.1936 -3.0151 0.2835
S 1.3719 -2.4742 0.4901
C 1.4682 -0.6624 0.4142
N 2.2636 -0.0937 1.5291
C 1.9870 -0.4869 2.8489
N 1.7038 -0.8644 3.9850
N 2.1970 -0.3580 -0.8058
C 2.0033 1.0740 -1.2809
C 0.5150 1.3431 -1.6911
C -0.4149 0.6633 -0.7123
C 0.0158 -0.1320 0.3728
N -1.0761 -0.3424 1.2298
C -2.1893 0.2634 0.6174
C -3.5426 0.2504 1.0808
C -4.5500 0.7984 0.2591
C -4.1953 1.5369 -0.9648
F -5.0870 2.2105 -1.6940
C -2.8266 1.6182 -1.3737
C -1.8779 0.9610 -0.5629
H 3.6067 -3.8372 1.0245
H 3.8804 -2.1212 0.4601
H 3.4318 -3.2544 -0.7477
H 3.2762 -0.1285 1.2523
H 1.9748 -1.0432 -1.5323
H 2.6956 1.3261 -2.0066
H 2.2262 1.7160 -0.4345
H 0.4338 2.4208 -1.6479
H 0.3481 1.0433 -2.7349
H -1.1157 -1.0137 1.9793
H -3.6891 -0.1011 2.1151
H -5.5090 0.5684 0.5612
H -2.5196 2.1347 -2.3140
```

---

3.
Formula: C2H5NO3
Source: the Open Molecules 2025 dataset
Level of theory: ωB97M-V with the def2-TZVPD basis set

The total charge is 0. The calculation puts the frontier orbital gap at 10.703 eV. Its HOMO energy is -10.220 eV. Its structure (SMILES) is COCON=O. Its energy above the lowest of the compared OMol25 structures with the same formula, charge and spin is 5.223 eV.

The geometry in XYZ format:
```
11
C2H5NO3 (ωB97M-V with the def2-TZVPD basis set)
C -0.1840 0.5473 1.4885
O 0.7927 1.0853 0.2293
C 0.3726 0.5893 -0.9354
O -0.3582 -0.7046 -0.6203
N -0.0235 -1.7936 -1.4175
O -0.4610 -2.8074 -1.0063
H -1.0413 1.2122 1.3751
H -0.4223 -0.5010 1.6561
H 0.5227 0.8466 2.2577
H -0.3964 1.2098 -1.4232
H 1.1987 0.3161 -1.6039
```

---

4.
Formula: C32H42CdN10OS3
Source: the Open Molecules 2025 dataset
Level of theory: ωB97M-V with the def2-TZVPD basis set

The total charge is 0. The calculation puts the frontier orbital gap at 6.484 eV. Its HOMO energy is -6.456 eV. Its energy above the lowest of the compared OMol25 structures with the same formula, charge and spin is 0.688 eV.

The geometry in XYZ format:
```
89
C32H42CdN10OS3 (ωB97M-V with the def2-TZVPD basis set)
Cd 0.5477 0.4167 0.1149
C 1.4371 -2.1627 1.9997
C 0.6053 -3.0759 1.3382
C 0.7030 -2.8605 -0.0430
C 1.6091 -1.8047 -0.2537
C 2.0650 -1.3601 1.0332
H 1.5765 -2.0843 3.0686
H -0.0286 -3.8107 1.8152
H 0.1970 -3.4299 -0.8103
H 2.1014 -1.5652 -1.1878
H 2.9323 -0.7373 1.1958
C -1.0866 -0.2188 2.7562
N -2.3492 0.2868 2.2676
C -3.1865 1.1257 3.0923
C -4.3739 1.3161 2.1700
N -3.7493 1.2932 0.8476
C -4.7156 1.1869 -0.2347
C -2.5815 0.5062 0.9404
N -1.7938 0.0574 0.0229
C -2.1398 0.1220 -1.3934
C -1.1076 -0.6105 -2.2422
N 0.1671 0.0841 -2.2135
C 0.9107 0.1904 -3.2461
N 2.0480 0.9601 -3.2690
C 2.2975 2.0202 -2.3264
C 2.4707 1.1870 -4.6364
C 1.8653 -0.0027 -5.3679
N 0.7709 -0.4049 -4.4942
C 0.2744 -1.7610 -4.6706
H -1.2114 -0.5016 3.8013
H -0.2886 0.5319 2.6880
H -0.8034 -1.1025 2.1880
H -2.6944 2.0783 3.3306
H -3.4433 0.6206 4.0232
H -4.9039 2.2569 2.3268
H -5.0932 0.4924 2.2721
H -5.5107 1.9052 -0.0325
H -5.1642 0.1883 -0.2890
H -4.2776 1.4400 -1.1908
H -2.2024 1.1567 -1.7444
H -3.0937 -0.3807 -1.5784
H -1.5239 -0.6702 -3.2503
H -0.9957 -1.6227 -1.8412
H 1.9681 1.7412 -1.3249
H 1.7796 2.9443 -2.6097
H 3.3718 2.2097 -2.2783
H 3.5593 1.2121 -4.7031
H 2.0810 2.1419 -5.0139
H 2.5943 -0.8156 -5.4692
H 1.4992 0.2550 -6.3631
H 0.9288 -2.2782 -5.3741
H -0.7380 -1.7864 -5.0750
H 0.2959 -2.3135 -3.7326
N -3.0752 4.3345 1.0233
C -2.0206 5.1718 0.9282
N -2.0886 6.3490 1.5953
N -0.9679 4.9515 0.2015
C -0.7863 3.7872 -0.3680
N -0.5669 2.8010 -0.9305
H -3.8287 4.5244 1.6581
H -3.0492 3.4399 0.5600
H -2.7537 6.4703 2.3373
H -1.2231 6.8567 1.6603
O 0.9460 2.0440 1.4902
C 1.9353 2.5799 2.2626
C 2.4166 3.9100 1.6704
C 2.3052 4.3100 0.3776
C 2.9060 5.5757 0.1257
C 3.4596 6.1155 1.2430
S 3.2440 5.0989 2.6058
C 3.1285 1.6490 2.4179
C 3.3164 0.6513 3.3263
C 4.5131 -0.0847 3.1112
C 5.2164 0.3752 2.0422
S 4.4355 1.7050 1.2995
C 1.3569 2.8995 3.6368
C 1.9231 3.0373 4.8653
C 1.0022 3.4845 5.8569
C -0.2450 3.6772 5.3539
S -0.3134 3.3131 3.6781
H 1.7832 3.7234 -0.3560
H 2.9077 6.0589 -0.8396
H 3.9669 7.0587 1.3499
H 2.6015 0.4241 4.1022
H 4.8222 -0.9226 3.7173
H 6.1492 0.0092 1.6495
H 2.9649 2.8342 5.0598
H 1.2636 3.6403 6.8925
H -1.1283 3.9921 5.8835
```

---

5.
Formula: C6H8N2O3S
Source: the Open Molecules 2025 dataset
Level of theory: ωB97M-V with the def2-TZVPD basis set

As for the expectation value of S²: 2.0148. The total charge is 0. The calculation puts the frontier orbital gap (spin up / spin down) at 8.007 / 5.925 eV. Its HOMO energy (spin up / spin down) is -7.675 / -9.089 eV. The spin multiplicity is 3.

The geometry in XYZ format:
```
20
C6H8N2O3S (ωB97M-V with the def2-TZVPD basis set)
C 1.0792 -0.5954 -0.0328
C -0.1584 -0.9755 0.0768
C 1.9504 -1.6764 0.0612
C -1.4053 -0.1995 -0.0806
C -1.3056 1.1885 -0.6053
C -0.6315 2.0944 0.3234
N -0.2465 -2.3170 0.3438
N 1.0466 -2.7595 0.2352
O 3.2000 -1.8387 0.2017
O 1.5710 2.4666 -1.2873
O 1.9888 2.3830 1.0997
S 1.3086 1.8884 -0.0403
H -2.0905 -0.6213 -0.8437
H -1.9572 -0.4143 0.7855
H -0.7584 1.0779 -1.5228
H -2.3047 1.5420 -0.8480
H -0.9866 3.1584 0.0367
H -0.6327 1.8132 1.3880
H -0.9522 -2.8288 -0.1943
H 1.2850 -3.3860 0.9033
```

---

6.
Formula: C51H45LiN8PS
Source: the Open Molecules 2025 dataset
Level of theory: ωB97M-V with the def2-TZVPD basis set

The total charge is +1. The calculation puts the frontier orbital gap at 8.346 eV. Its HOMO energy is -9.973 eV.

The geometry in XYZ format:
```
107
C51H45LiN8PS (ωB97M-V with the def2-TZVPD basis set)
Li 0.0067 -0.1096 -0.5300
C 0.0700 4.7910 1.6222
N -0.0275 3.8423 0.5195
C -0.0195 2.4870 0.6228
N -0.0750 1.9305 -0.5691
C -0.1052 2.9499 -1.4865
C -0.0860 4.1563 -0.8206
C -0.0188 5.5374 -1.3318
C -0.8966 6.5268 -0.8932
C -0.8175 7.8145 -1.4051
C 0.1343 8.1246 -2.3657
C 1.0088 7.1421 -2.8139
C 0.9351 5.8584 -2.2986
C -0.2355 2.6654 -2.9292
C -0.9718 3.4956 -3.7726
C -1.1108 3.1877 -5.1179
C -0.5207 2.0468 -5.6429
C 0.2171 1.2141 -4.8128
C 0.3580 1.5250 -3.4694
P 0.0299 1.5086 2.1770
C -1.3651 0.4093 1.7594
N -1.5059 -0.2419 0.6235
C -2.7787 -0.7332 0.5895
C -3.4351 -0.3551 1.7428
N -2.5224 0.3679 2.4758
C -2.7201 0.9083 3.8179
C -4.8034 -0.6389 2.2059
C -5.6686 0.3914 2.5714
C -6.9657 0.1103 2.9751
C -7.4133 -1.2027 3.0083
C -6.5593 -2.2337 2.6371
C -5.2612 -1.9547 2.2404
C -3.2491 -1.4853 -0.5891
C -4.5701 -1.4204 -1.0263
C -4.9687 -2.1080 -2.1635
C -4.0549 -2.8658 -2.8832
C -2.7370 -2.9383 -2.4526
C -2.3385 -2.2594 -1.3114
C 1.4506 0.4595 1.7061
N 1.5353 -0.2782 0.6174
C 2.7981 -0.8016 0.5782
C 3.4979 -0.3672 1.6842
N 2.6303 0.4407 2.3852
C 2.9196 1.1479 3.6287
C 4.9057 -0.5684 2.0732
C 5.2497 -1.1095 3.3110
C 6.5821 -1.3039 3.6467
C 7.5819 -0.9656 2.7456
C 7.2458 -0.4304 1.5083
C 5.9161 -0.2303 1.1744
C 3.1831 -1.7715 -0.4657
C 4.1045 -2.7870 -0.2156
C 4.4260 -3.7087 -1.2013
C 3.8337 -3.6367 -2.4543
C 2.9079 -2.6352 -2.7137
C 2.5888 -1.7166 -1.7264
H 0.4758 4.2834 2.4923
H -0.9055 5.1981 1.8808
H 0.7299 5.6081 1.3439
H -1.6661 6.2871 -0.1687
H -1.5089 8.5734 -1.0611
H 0.1926 9.1287 -2.7661
H 1.7522 7.3790 -3.5646
H 1.6170 5.0903 -2.6437
H -1.4531 4.3787 -3.3709
H -1.6919 3.8396 -5.7581
H -0.6318 1.8108 -6.6937
H 0.6918 0.3278 -5.2151
H 0.9737 0.8986 -2.8332
H -3.5630 0.4053 4.2804
H -2.9225 1.9779 3.7863
H -1.8315 0.7317 4.4169
H -5.3339 1.4219 2.5188
H -7.6298 0.9182 3.2538
H -8.4260 -1.4227 3.3190
H -6.9047 -3.2592 2.6605
H -4.5917 -2.7572 1.9512
H -5.2893 -0.8152 -0.4863
H -5.9977 -2.0410 -2.4938
H -4.3688 -3.3990 -3.7719
H -2.0201 -3.5356 -3.0048
H -1.3256 -2.3604 -0.9360
H 3.9950 1.2076 3.7591
H 2.4841 0.6293 4.4811
H 2.5169 2.1565 3.5863
H 4.4697 -1.4018 4.0060
H 6.8379 -1.7297 4.6085
H 8.6205 -1.1212 3.0054
H 8.0229 -0.1646 0.8034
H 5.6514 0.1863 0.2094
H 4.5532 -2.8760 0.7653
H 5.1404 -4.4932 -0.9851
H 4.0952 -4.3514 -3.2244
H 2.4441 -2.5600 -3.6905
H 1.8784 -0.9294 -1.9447
S 0.1715 -3.1706 1.1449
C 0.2016 -4.7169 0.5265
N -0.2357 -5.8365 1.1425
C 0.0564 -7.0508 0.3873
C 0.3935 -6.4812 -1.0010
N 0.6759 -5.0835 -0.6849
H -0.4035 -5.8283 2.1325
H -0.8045 -7.7139 0.3573
H 0.8996 -7.5947 0.8157
H -0.4489 -6.5715 -1.6889
H 1.2598 -6.9680 -1.4424
H 0.8385 -4.3863 -1.3903
```

---

In hartree, the total energy values for the records above are, in order, -896.087595, -1220.188216, -359.517374, -3229.657432, -966.608005, -3155.585295.
In eV/Å, the largest force on an atom values for the records above are, in order, 5.6, 7.5, 4.0, 0.6, 5.3, 0.5.